# 1
Below is C6H13BrOSi as an isolated structure at a distorted geometry, with properties calculated with ωB97M-V/def2-TZVPD.

```
22
Properties=species:S:1:pos:R:3:forces:R:3:lowdin_charge:R:1
Br -2.566 1.784 -0.153 0.53 -0.80 0.76 0.582
Si 0.612 -0.364 -0.817 2.21 -1.10 -1.29 0.635
O 0.881 0.411 1.888 0.50 0.36 1.09 0.047
C 1.436 0.996 -1.848 0.61 0.55 0.77 -0.208
C -1.877 1.160 2.690 0.95 -2.50 0.87 -0.190
C -1.819 0.607 1.270 2.92 1.11 0.41 -0.651
C 2.296 -1.481 -0.641 -2.46 0.93 1.75 -0.156
C -0.918 -1.296 -1.476 1.67 -0.15 1.21 -0.181
C 0.169 0.302 0.970 -3.25 -0.10 -1.50 -0.305
H -2.363 2.086 2.788 0.11 1.71 -0.25 0.022
H 0.779 1.738 -2.312 0.16 0.16 0.40 0.018
H 2.221 0.727 -2.597 -0.91 -0.40 0.58 0.041
H -2.199 -0.380 1.203 -0.62 -0.67 -0.46 0.020
H -0.585 -2.357 -1.451 -0.62 0.49 0.11 0.035
H 2.052 1.419 -0.988 -0.70 0.22 -1.08 0.050
H 3.143 -1.097 -1.102 1.18 1.25 -1.52 -0.018
H -1.713 -1.072 -0.736 0.05 -0.37 -1.15 -0.003
H 2.602 -1.349 0.410 -0.35 -0.89 0.02 0.021
H -1.031 -1.017 -2.517 -0.70 0.18 0.05 0.028
H -0.732 1.129 3.047 -2.75 0.33 -0.09 0.102
H 2.216 -2.490 -0.995 -0.28 -0.73 0.39 0.008
H -2.604 0.544 3.366 1.76 0.42 -1.07 0.102
```
Forces are in eV/Å.

Results
Orbital gap   8.84 eV
ΔE to the lowest compared entry with this formula, charge and spin   83.6 kJ/mol
2S+1   1

# 2
Below is C6H13Cl10HgO as an isolated structure at a distorted geometry, with properties calculated with ωB97M-V/def2-TZVPD.

```
31
Properties=species:S:1:pos:R:3:forces:R:3:lowdin_charge:R:1
Hg 4.360 -9.864 -9.864 -1.31 -1.59 -0.19 1.160
Cl -0.484 -13.638 -14.123 0.14 0.13 -0.25 0.497
Cl 6.905 -15.844 -11.249 -0.92 0.26 -0.07 0.505
Cl -1.427 -14.125 -8.957 0.44 0.45 -0.24 0.516
Cl 2.989 -11.966 -14.881 0.34 0.61 0.78 0.581
Cl 1.792 -17.518 -10.211 0.39 -0.37 -0.55 0.518
Cl 0.613 -17.339 -7.592 -0.06 -0.02 0.40 0.551
Cl -0.372 -15.737 -12.170 0.29 0.10 0.22 0.514
Cl -2.780 -11.660 -9.632 0.07 0.20 -0.13 0.544
Cl 3.610 -9.748 -12.892 0.34 -0.65 0.52 0.510
Cl 4.521 -15.274 -12.970 0.21 0.10 1.08 0.488
O 3.150 -11.860 -10.008 0.30 0.21 -2.44 -0.394
C 1.520 -16.488 -8.825 -0.17 0.21 -0.02 -1.091
C 5.171 -15.334 -11.276 0.73 -0.21 -0.20 -0.962
C 2.403 -13.042 -9.865 -0.60 -0.02 2.62 -0.188
C 3.294 -11.533 -13.185 -0.73 -0.67 -0.25 -0.965
C -1.217 -12.465 -9.604 -0.12 -0.08 0.20 -1.036
C 0.580 -14.844 -13.364 -0.69 0.08 -0.19 -1.014
H 2.789 -13.802 -9.185 0.77 0.09 0.03 0.080
H 0.896 -15.572 -14.112 0.21 0.38 0.11 0.037
H -0.797 -12.477 -10.610 -0.26 -0.35 0.03 0.015
H 5.134 -14.344 -10.822 -0.09 -0.08 -0.33 0.004
H 4.612 -16.046 -10.668 -0.04 -0.01 -0.43 0.005
H 0.897 -15.659 -9.158 0.26 0.05 0.12 -0.052
H 1.374 -12.962 -9.513 -0.13 0.88 0.14 0.048
H 2.233 -13.587 -10.794 0.81 0.42 -1.07 0.094
H 2.498 -16.193 -8.444 -0.28 0.06 0.12 0.021
H -0.545 -11.901 -8.957 -0.21 -0.20 0.14 0.018
H 1.381 -14.259 -12.913 0.05 -0.57 0.03 -0.026
H 2.377 -11.738 -12.632 0.20 0.14 -0.08 0.007
H 4.113 -12.143 -12.805 0.08 0.44 -0.12 0.013
```
Forces are in eV/Å.

Results
Net charge   +1
Orbital gap   3.54 eV
ΔE to the lowest compared entry with this formula, charge and spin   245.4 kJ/mol
2S+1   1

# 3
Below is a 5-piece molecular cluster, C6H13Cl12N2OS overall at a distorted geometry, with properties calculated with ωB97M-V/def2-TZVPD.

```
35
Properties=species:S:1:pos:R:3:forces:R:3:lowdin_charge:R:1
Cl 1.610 1.681 -1.561 0.16 0.61 -0.96 0.646
Cl -2.894 3.213 -2.188 0.02 -0.02 0.03 0.562
Cl -5.301 5.276 4.017 0.01 -0.01 0.01 0.542
Cl 3.801 -0.189 -1.984 0.26 0.26 -0.64 0.619
Cl -6.168 5.947 1.328 0.00 0.00 -0.01 0.544
Cl -0.521 4.560 -1.196 0.03 -0.05 0.05 0.548
Cl 0.430 -6.244 -3.547 0.08 -0.03 0.02 0.572
Cl -4.402 3.685 1.762 -0.02 -0.09 0.05 0.518
Cl -1.671 2.334 0.291 -0.72 0.61 -0.24 0.579
Cl 1.872 -6.422 -1.013 -0.08 -0.04 0.07 0.527
Cl 1.383 -0.396 -3.592 0.05 0.09 -0.01 0.595
Cl 2.844 -4.669 -3.089 0.03 0.10 -0.10 0.535
S 2.130 -2.535 0.573 0.98 0.17 0.21 1.050
O 0.846 -2.650 -0.321 -0.85 -0.24 -0.20 -0.247
N 2.564 -0.996 0.337 0.22 -0.82 2.30 -0.353
N 1.439 -2.760 2.032 -0.27 0.03 0.30 -0.129
C 1.405 -5.388 -2.370 0.01 0.06 0.07 -1.585
C 1.887 0.148 1.002 0.02 0.30 0.15 -0.269
C 0.410 0.271 0.671 0.22 -0.69 0.63 -0.209
C -5.729 4.650 2.431 -0.02 0.11 0.00 -1.546
C -2.009 3.726 -0.761 -0.13 0.15 -0.13 -1.526
C 2.052 0.044 -2.026 -0.19 -0.02 -0.75 -1.520
H 0.024 -2.727 0.196 0.03 -0.01 -0.30 0.115
H 1.626 -0.628 -1.296 0.09 0.27 -0.71 -0.065
H 2.097 -2.602 2.791 -0.08 -0.28 0.07 0.097
H -2.631 4.414 -0.203 0.02 -0.03 0.02 -0.029
H 0.211 -0.049 -0.346 -0.37 0.22 0.14 0.043
H 0.813 -4.580 -1.966 -0.07 0.00 -0.05 -0.028
H 2.393 1.033 0.624 0.17 -0.16 0.08 0.079
H -0.213 -0.316 1.347 -0.09 -0.17 0.11 0.075
H 2.064 0.132 2.076 -0.03 -0.21 0.14 0.121
H -6.584 3.998 2.544 -0.01 -0.04 -0.01 0.013
H 3.577 -0.973 0.453 -0.07 0.15 -0.41 0.088
H 0.551 -2.289 2.189 0.14 0.12 0.15 0.079
H 0.098 1.302 0.797 0.47 -0.36 -0.02 -0.041
```
Forces are in eV/Å.

Results
Net charge   +1
Orbital gap   9.34 eV
2S+1   1

# 4
Below is C6H13Cl2NO2PS2Sr as an isolated structure at a distorted geometry, with properties calculated with ωB97M-V/def2-TZVPD.

```
28
Properties=species:S:1:pos:R:3:forces:R:3:lowdin_charge:R:1
Sr -0.082 -0.147 0.582 -1.29 -0.53 -1.25 0.555
Cl -0.419 2.705 -0.123 0.60 0.38 -0.02 0.513
Cl -2.318 -0.127 -0.772 -0.69 -0.13 -0.32 -0.378
S 0.507 -0.051 3.220 0.13 0.01 0.67 0.219
S 2.633 -0.001 0.498 0.62 0.08 0.09 0.200
P 2.257 0.413 2.416 1.27 0.24 0.80 -0.209
O 2.503 1.955 2.711 -0.15 -0.11 0.03 -0.344
O 3.437 -0.235 3.294 -0.19 0.09 -0.04 -0.340
N -0.103 -3.986 -0.073 -0.03 0.11 -0.17 0.111
C 3.505 -2.065 4.862 -0.04 0.13 -0.12 -0.073
C -0.035 -2.853 -0.298 0.12 -0.13 0.33 -0.070
C 3.779 2.571 2.446 0.15 0.16 -0.11 -0.290
C 3.558 3.852 1.674 -0.05 -0.13 0.05 -0.069
C 3.552 -1.663 3.404 0.04 -0.15 0.07 -0.312
C -2.080 2.988 -0.013 -0.58 0.08 0.04 -0.503
H 4.245 2.768 3.412 -0.03 -0.06 0.02 0.122
H 2.859 4.496 2.208 0.02 0.03 -0.02 0.081
H -0.191 -4.966 0.092 -0.02 -0.07 -0.03 0.091
H 2.746 -2.150 2.850 0.02 0.04 -0.04 0.089
H 4.506 4.378 1.557 -0.01 0.02 -0.01 0.079
H -2.645 2.959 -0.928 0.06 -0.02 -0.02 0.001
H 4.417 1.885 1.887 -0.02 -0.02 0.00 0.093
H 4.299 -1.565 5.417 0.01 -0.05 0.03 0.079
H -2.537 2.897 0.958 0.07 0.01 0.01 0.012
H 2.547 -1.786 5.299 0.00 -0.01 0.00 0.071
H 3.153 3.637 0.685 -0.01 0.01 0.00 0.074
H 4.501 -1.945 2.945 -0.03 0.02 -0.04 0.120
H 3.631 -3.145 4.944 0.03 0.01 0.05 0.078
```
Forces are in eV/Å.

Results
Orbital gap (alpha / beta)   8.80 / 9.10 eV
ΔE to the lowest compared entry with this formula, charge and spin   0.0 kJ/mol
<S²>   0.754
2S+1   2

# 5
Below is C6H13ClSi2 as an isolated structure at a distorted geometry, with properties calculated with ωB97M-V/def2-TZVPD.

```
22
Properties=species:S:1:pos:R:3:forces:R:3:lowdin_charge:R:1
Cl 0.389 -2.062 0.658 -0.20 0.46 0.01 0.249
Si -1.156 -0.725 0.020 -0.23 -1.85 -1.05 0.167
Si 2.357 0.298 -0.399 1.67 -2.04 0.97 0.615
C 4.136 0.120 0.451 -0.41 1.30 -0.06 -0.272
C -2.703 -1.436 0.894 1.39 1.09 1.50 -0.214
C -1.190 -0.875 -1.858 2.76 2.43 1.96 -0.189
C -0.667 1.012 0.294 4.42 1.30 -0.44 -0.298
C -1.484 2.151 0.723 -1.71 -0.14 -4.63 -0.191
C 1.231 1.621 -0.052 -4.12 -1.65 0.51 -0.188
H -1.782 2.846 -0.224 0.82 -1.41 1.84 0.141
H -1.781 -1.545 -2.329 -2.38 -1.72 -1.47 -0.012
H -3.226 -2.369 0.671 0.75 -0.03 -0.32 0.030
H -2.257 -1.471 1.956 -1.20 -0.07 -1.19 0.045
H -3.462 -0.660 0.841 -0.18 0.23 0.33 0.009
H 4.307 0.400 1.525 -0.60 -0.78 -0.87 0.038
H 4.669 -0.758 0.095 -0.57 -0.78 0.60 0.004
H 2.526 -0.969 -1.327 -0.60 1.42 0.18 -0.035
H 4.814 0.817 -0.026 -0.09 0.96 -0.45 -0.005
H -2.435 1.837 1.086 -0.70 -0.19 0.74 0.047
H -1.143 0.158 -2.205 -1.02 0.00 -0.42 0.035
H -0.185 -1.137 -2.139 0.77 -0.56 0.05 0.004
H -0.960 2.748 1.345 1.44 2.04 2.23 0.021
```
Forces are in eV/Å.

Results
Orbital gap (alpha / beta)   7.00 / 8.08 eV
ΔE to the lowest compared entry with this formula, charge and spin   0.0 kJ/mol
2S+1   1

# 6
Below is C6H13CrMgO5 as an isolated structure at a distorted geometry, with properties calculated with ωB97M-V/def2-TZVPD.

```
26
Properties=species:S:1:pos:R:3:forces:R:3:lowdin_charge:R:1
Cr -2.105 0.061 1.512 -0.24 2.43 -0.46 1.386
Mg 0.132 -1.480 0.370 2.63 -0.45 -1.60 1.116
O 0.323 -0.454 -1.248 -1.31 0.56 1.67 -0.296
O -0.230 2.346 -0.115 0.55 -0.87 0.29 0.147
O -0.119 0.563 1.251 -1.92 -2.39 1.45 -0.119
O 2.034 -2.087 -0.005 -1.54 0.27 0.22 -0.298
O -2.428 1.589 0.180 -0.14 -1.31 1.46 -0.248
C 1.408 -0.912 -1.996 1.01 -0.74 -0.84 -0.243
C 0.393 1.339 0.413 0.73 1.96 -1.94 -0.202
C -2.814 1.245 -1.172 -0.30 -0.59 -1.40 0.049
C -1.563 2.675 0.299 0.36 1.11 0.40 -0.084
C 3.020 -2.578 0.895 0.97 -0.48 0.72 -0.020
C 2.568 -1.303 -1.086 0.38 0.36 -0.46 -0.141
H 2.504 -3.133 1.685 0.18 0.03 -0.16 0.111
H -1.537 2.994 1.346 -0.03 0.02 -0.16 0.184
H 3.708 -3.246 0.359 -0.22 0.16 0.20 0.129
H 1.462 1.317 0.186 -0.22 -0.05 0.09 0.204
H 3.323 -1.899 -1.621 -0.22 0.19 0.14 0.165
H -3.596 0.484 -1.089 0.00 0.22 -0.07 0.127
H -1.944 0.842 -1.707 -0.17 0.18 0.08 0.115
H 3.582 -1.740 1.333 -0.11 -0.24 -0.12 0.120
H -1.868 3.495 -0.359 -0.02 -0.17 0.11 0.195
H 1.128 -1.791 -2.609 -0.06 0.37 0.13 0.154
H 1.783 -0.143 -2.695 -0.36 -0.17 0.18 0.160
H -3.215 2.139 -1.663 0.03 -0.20 0.16 0.146
H 3.054 -0.414 -0.652 0.00 -0.22 -0.09 0.143
```
Forces are in eV/Å.

Results
Net charge   +3
Orbital gap (alpha / beta)   5.19 / 5.12 eV
<S²>   6.048
2S+1   5

# 7
Below is C6H13EuO4 as an isolated structure at a distorted geometry, with properties calculated with ωB97M-V/def2-TZVPD.

```
24
Properties=species:S:1:pos:R:3:forces:R:3:lowdin_charge:R:1
Eu -1.038 0.558 -0.974 -4.02 3.44 1.02 1.440
O 0.809 -0.951 -1.373 0.28 -0.22 -0.02 -0.290
O -1.001 1.367 1.648 0.14 -0.06 -0.93 -0.339
O 0.511 1.677 -1.539 4.20 1.77 -1.44 -0.475
O -1.676 -1.292 -0.621 -0.59 -4.80 0.90 -0.479
C 0.610 -2.056 -0.507 0.31 0.37 1.99 -0.214
C 1.691 1.126 -2.018 0.49 0.44 -0.32 -0.361
C -0.747 0.359 2.548 -0.99 1.47 -0.73 0.008
C 2.014 -0.199 -1.328 0.21 -0.05 0.27 -0.202
C -0.862 -2.411 -0.730 -0.35 -0.68 0.02 -0.366
C -1.852 2.442 2.032 -0.17 -0.14 0.93 -0.094
H -2.925 2.275 2.196 -0.01 -1.05 -0.61 0.087
H 2.562 1.794 -1.870 -0.08 -0.14 -0.09 0.108
H 1.298 -2.879 -0.754 -0.15 0.11 0.05 0.119
H 2.825 -0.748 -1.831 -0.09 0.13 0.10 0.126
H -1.558 2.681 3.063 0.42 1.03 -0.52 0.093
H -1.700 0.143 3.031 0.84 -1.08 0.54 0.081
H 0.811 -1.771 0.665 -0.42 -0.37 -2.65 0.153
H -1.787 3.179 1.224 0.41 0.21 0.70 0.096
H -0.956 -2.831 -1.756 0.17 -0.12 0.39 0.110
H 2.288 -0.041 -0.271 -0.01 0.04 -0.17 0.123
H -1.121 -3.208 -0.005 0.00 0.08 -0.23 0.107
H 1.625 0.931 -3.110 0.09 0.03 0.23 0.108
H 0.180 -0.144 2.278 -0.68 -0.41 0.54 0.063
```
Forces are in eV/Å.

Results
Orbital gap (alpha / beta)   5.57 / 8.34 eV
<S²>   20.014
2S+1   9

# 8
Below is a 2-piece molecular cluster, C6H13F2N2 overall at a distorted geometry, with properties calculated with ωB97M-V/def2-TZVPD.

```
23
Properties=species:S:1:pos:R:3:forces:R:3:lowdin_charge:R:1
F 1.548 0.639 0.542 0.56 0.10 -0.01 0.056
F 1.381 0.041 -1.524 0.05 0.31 -0.88 0.091
N -1.145 1.494 1.457 1.50 0.64 0.66 0.194
N -1.112 -0.112 -0.120 0.11 -0.86 -1.11 0.068
C -1.254 1.161 0.173 -1.01 -0.73 0.58 -0.438
C 2.046 -0.190 -0.405 -0.84 -1.10 0.54 -0.376
C -1.808 2.063 -0.825 0.40 2.62 -0.47 0.014
C -0.973 -1.148 0.745 0.15 0.16 0.15 -0.129
C -1.056 -2.485 0.173 -0.86 -0.49 0.68 -0.049
C 3.490 -0.486 -0.375 -0.78 1.49 -1.19 0.006
H -0.911 2.504 1.610 -0.46 -1.54 0.25 0.159
H -1.206 1.936 -1.768 -0.43 0.69 0.83 0.113
H 3.608 -0.838 0.619 0.95 -0.62 0.67 0.080
H -1.493 -2.286 -0.831 0.13 -1.28 0.54 0.099
H 3.815 -1.125 -1.208 -0.26 -0.09 0.64 0.107
H 3.963 0.494 -0.510 0.55 -0.09 0.21 0.102
H -2.873 1.850 -1.137 1.05 0.23 0.83 0.124
H -1.691 3.133 -0.301 -0.51 -2.05 -1.97 0.146
H -0.601 0.774 1.991 -0.62 1.64 -0.24 0.122
H -0.907 -0.985 1.802 -0.06 0.16 0.16 0.117
H -1.681 -3.123 0.895 0.64 0.68 -1.52 0.128
H -0.070 -2.941 0.122 0.07 -0.25 -0.29 0.087
H -1.069 -0.371 -1.124 -0.34 0.38 0.96 0.180
```
Forces are in eV/Å.

Results
Net charge   +1
Orbital gap (alpha / beta)   8.50 / 11.32 eV
ΔE to the lowest compared entry with this formula, charge and spin   0.0 kJ/mol
<S²>   2.015
2S+1   3